DFT (ωB97M-V with the def2-TZVPD basis set) results for a 5-piece molecular cluster, C32H76BrN4O2 overall.

```
115
Properties=species:S:1:pos:R:3:forces:R:3
Br 16.981 10.283 12.170 -0.0277 -0.3354 -0.1429
C 14.997 6.601 12.097 -1.0283 0.7405 -0.7178
C 15.870 5.406 11.751 0.4136 1.1175 -0.2840
N 17.159 5.762 11.002 0.0473 0.4555 0.1892
C 17.824 4.471 10.635 -0.0919 0.1736 -0.4900
C 16.902 6.642 9.782 -0.0454 0.4818 -0.2696
C 15.908 6.066 8.778 0.4670 0.0648 0.5024
C 18.054 6.489 12.001 -0.4163 -0.1967 -0.0107
C 19.105 7.362 11.413 1.2777 0.0377 -1.3407
O 19.913 6.618 10.478 -0.0794 0.0886 0.4058
C 20.652 7.500 9.653 -0.4275 0.0736 -0.7405
H 14.271 6.346 12.870 0.3847 -0.1849 0.3099
H 14.329 6.944 11.299 0.2848 -0.3800 -0.4198
H 15.510 7.531 12.358 0.2654 -0.2485 0.3417
H 15.381 4.692 11.095 -0.2242 -0.2542 0.4336
H 16.201 5.022 12.713 0.0922 -0.7249 -0.3034
H 17.962 3.893 11.545 0.1324 0.0088 -0.0425
H 18.761 4.731 10.150 0.0792 -0.2049 0.1771
H 17.192 3.913 9.948 -0.0058 0.0088 0.0862
H 17.828 6.859 9.248 0.3486 -0.7927 0.3754
H 16.652 7.652 10.119 -0.5102 -0.2352 0.4281
H 16.109 6.561 7.830 -0.2483 -0.0192 -0.0461
H 14.874 6.223 9.077 -0.0381 -0.1367 -0.0932
H 16.122 5.007 8.640 -0.3051 0.0047 -0.2244
H 18.523 5.714 12.606 -0.2136 0.0003 0.1302
H 17.364 7.106 12.572 0.4267 0.1246 0.2674
H 19.783 7.717 12.192 -0.3319 0.1676 0.3173
H 18.702 8.227 10.882 -0.2363 0.1208 0.3032
H 21.273 8.211 10.201 0.0199 -0.1139 0.2387
H 19.946 8.055 9.021 0.0117 0.2985 0.1045
H 21.267 6.949 8.944 0.1083 -0.3209 0.3688
C 14.535 9.286 14.874 -0.3266 -0.6908 0.0217
C 14.672 8.264 16.046 0.2330 1.9695 -0.3574
N 13.383 7.833 16.740 1.2479 -0.7907 -1.0153
C 12.586 7.112 15.722 -2.2888 1.0818 -0.8618
C 13.716 6.822 17.857 -0.4141 0.7435 0.9337
C 14.726 5.738 17.511 -0.4777 -0.2595 -0.6703
C 12.705 9.086 17.214 -0.1689 0.3945 0.5622
C 11.464 8.909 18.112 1.0798 -1.0271 -0.1797
O 11.778 8.410 19.390 0.2644 0.0991 -0.0200
C 12.501 9.274 20.265 -0.6463 0.4056 0.3828
H 14.441 10.327 15.182 -0.1970 -0.1557 0.4575
H 13.682 9.066 14.230 0.2788 -0.0362 -0.3272
H 15.474 9.298 14.313 -0.1573 -0.3013 -0.2166
H 15.247 8.923 16.698 0.0840 -0.9238 0.9187
H 15.235 7.371 15.801 -0.1048 0.0547 -0.1910
H 12.236 7.795 14.940 0.9651 0.2282 -0.1585
H 11.567 6.916 16.066 0.4851 -0.8462 0.8125
H 13.042 6.255 15.242 0.2873 -0.0582 0.4924
H 12.736 6.455 18.160 0.1052 -0.4243 -0.2086
H 13.982 7.431 18.721 0.4747 -0.0081 -0.1379
H 14.643 4.871 18.165 -0.1668 0.3130 0.3780
H 15.771 6.041 17.505 -0.0875 0.2394 0.0814
H 14.476 5.316 16.534 0.1941 0.0142 -0.0674
H 12.457 9.657 16.320 -0.1110 -0.0859 -0.0102
H 13.477 9.650 17.739 -0.0008 -0.0394 0.0049
H 10.912 8.085 17.658 -0.7048 0.3817 0.0558
H 10.907 9.845 18.123 -0.1595 0.0069 0.0164
H 13.225 9.901 19.744 0.2009 -0.1602 0.0551
H 12.960 8.675 21.049 0.2552 -0.2086 -0.3177
H 11.825 9.939 20.809 -0.1704 0.0990 -0.2532
C 13.500 9.214 6.838 -1.0140 -0.0558 -0.8637
C 13.156 9.676 8.240 0.9210 -0.4147 1.6097
C 11.736 9.460 8.763 0.6561 -0.1988 -0.1620
N 11.516 10.079 10.134 -1.0900 0.2742 0.3776
C 10.162 9.627 10.627 0.4819 -0.1257 -1.0813
C 11.515 11.612 10.189 0.9142 0.2243 0.3508
C 12.329 11.947 11.456 -0.0328 -0.2090 -0.5274
C 13.383 10.835 11.383 -0.0183 0.4513 0.6760
C 12.529 9.614 11.190 0.4322 -0.3142 -1.3227
H 13.695 8.142 6.855 0.1521 0.0294 -0.0132
H 14.344 9.721 6.376 0.1274 0.0624 0.3509
H 12.677 9.323 6.125 -0.0587 0.2076 0.0920
H 13.413 10.684 8.564 0.1391 0.3279 -1.0554
H 13.874 9.098 8.837 -0.2791 0.0079 0.4297
H 11.481 8.415 8.942 0.0703 -0.0939 -0.4200
H 11.059 9.883 8.021 -0.4027 0.1390 0.4289
H 9.445 9.858 9.841 -0.1929 0.0737 0.2266
H 9.946 10.145 11.556 -0.1324 -0.1772 0.0427
H 10.249 8.545 10.709 -0.3521 0.0257 0.3990
H 10.504 12.006 10.143 -0.0628 -0.2235 0.0242
H 12.099 12.041 9.377 -0.2623 -0.4150 -0.3857
H 11.705 11.926 12.348 0.1734 0.1382 0.1214
H 12.809 12.908 11.291 -0.2551 0.1822 0.4496
H 14.117 10.735 12.183 -0.2427 0.1652 0.1699
H 13.972 11.096 10.504 0.1866 -0.5817 -0.0846
H 11.967 9.254 12.049 0.0311 0.5021 0.2277
H 13.044 8.736 10.802 0.0708 0.1253 -0.1616
C 17.516 13.982 10.083 -0.4079 0.6331 -0.2637
C 18.678 13.640 11.005 -0.0491 -0.8381 -1.3460
C 19.917 13.494 10.114 1.2726 0.5134 0.8344
N 21.051 12.703 10.767 -0.6162 0.2830 0.4789
C 20.712 11.230 10.743 0.6871 0.4893 -0.1764
C 22.359 13.007 10.085 0.2928 -0.6172 -0.5182
C 23.404 12.495 11.060 -0.2488 -0.1743 -0.2750
C 22.836 12.870 12.425 0.0749 1.5776 0.1223
C 21.336 13.177 12.197 0.1496 -0.9143 -0.0008
H 16.597 14.199 10.628 0.0468 -0.2038 0.1267
H 17.316 13.197 9.353 0.0200 -0.2041 0.2108
H 17.706 14.881 9.489 0.1823 0.0433 0.0979
H 18.452 12.682 11.477 -0.0457 0.1759 0.3338
H 18.852 14.426 11.736 -0.0634 -0.1121 0.1241
H 20.350 14.487 9.981 -0.0587 0.0328 -0.1459
H 19.856 13.063 9.116 -0.7542 -0.1480 0.0962
H 21.481 10.704 11.304 -0.2225 -0.0425 0.2489
H 20.777 10.871 9.717 -0.1916 0.1670 -0.0801
H 19.714 11.084 11.154 0.0665 -0.0659 0.0836
H 22.374 12.520 9.109 -0.0400 -0.1519 0.0724
H 22.475 14.070 9.876 -0.4023 0.1164 0.4187
H 23.454 11.413 10.952 0.4297 0.0256 0.0214
H 24.370 12.950 10.856 0.0703 -0.2189 0.0349
H 23.075 12.179 13.228 -0.3767 -0.2860 -0.1582
H 23.263 13.820 12.753 0.2334 -0.0967 -0.0235
H 20.762 12.655 12.961 -0.5496 -0.0556 -0.4733
H 21.043 14.222 12.190 0.4380 0.1101 0.2230
```
Positions in Å, forces in eV/Å.

Values from the calculation:
lowest unoccupied orbital energy	-6.095	eV
orbital gap	8.30	eV
M	628.89	g mol⁻¹
electronic energy	-4207.4244	Ha
charge	+3

Here are the Löwdin charges for atoms 1 to 99, given in e: number 1, Br, carries -0.24; number 2, C, carries -0.07; number 3, C, carries -0.13; number 4, N, carries -0.25; number 5, C, carries 0.03; number 6, C, carries -0.15; number 7, C, carries -0.04; number 8, C, carries -0.09; number 9, C, carries -0.22; number 10, O, carries -0.21; number 11, C, carries -0.09; number 12, H, carries 0.08; number 13, H, carries 0.06; number 14, H, carries 0.03; number 15, H, carries 0.13; number 16, H, carries 0.13; number 17, H, carries 0.12; number 18, H, carries 0.11; number 19, H, carries 0.10; number 20, H, carries 0.12; number 21, H, carries 0.11; number 22, H, carries 0.09; number 23, H, carries 0.07; number 24, H, carries 0.08; number 25, H, carries 0.15; number 26, H, carries 0.09; number 27, H, carries 0.14; number 28, H, carries 0.05; number 29, H, carries 0.08; number 30, H, carries 0.09; number 31, H, carries 0.10; number 32, C, carries -0.09; number 33, C, carries -0.14; number 34, N, carries -0.25; number 35, C, carries -0.01; number 36, C, carries -0.12; number 37, C, carries -0.05; number 38, C, carries -0.09; number 39, C, carries -0.17; number 40, O, carries -0.19; number 41, C, carries -0.07; number 42, H, carries 0.09; number 43, H, carries 0.05; number 44, H, carries -0.01; number 45, H, carries 0.14; number 46, H, carries 0.11; number 47, H, carries 0.09; number 48, H, carries 0.11; number 49, H, carries 0.10; number 50, H, carries 0.13; number 51, H, carries 0.13; number 52, H, carries 0.10; number 53, H, carries 0.09; number 54, H, carries 0.07; number 55, H, carries 0.13; number 56, H, carries 0.13; number 57, H, carries 0.12; number 58, H, carries 0.14; number 59, H, carries 0.08; number 60, H, carries 0.10; number 61, H, carries 0.10; number 62, C, carries -0.07; number 63, C, carries -0.23; number 64, C, carries -0.10; number 65, N, carries -0.25; number 66, C, carries 0.02; number 67, C, carries -0.08; number 68, C, carries -0.12; number 69, C, carries -0.18; number 70, C, carries -0.10; number 71, H, carries 0.07; number 72, H, carries 0.09; number 73, H, carries 0.08; number 74, H, carries 0.10; number 75, H, carries 0.10; number 76, H, carries 0.14; number 77, H, carries 0.15; number 78, H, carries 0.12; number 79, H, carries 0.11; number 80, H, carries 0.11; number 81, H, carries 0.14; number 82, H, carries 0.13; number 83, H, carries 0.12; number 84, H, carries 0.13; number 85, H, carries 0.05; number 86, H, carries 0.10; number 87, H, carries 0.12; number 88, H, carries 0.11; number 89, C, carries -0.10; number 90, C, carries -0.23; number 91, C, carries -0.12; number 92, N, carries -0.27; number 93, C, carries 0.02; number 94, C, carries -0.11; number 95, C, carries -0.14; number 96, C, carries -0.13; number 97, C, carries -0.07; number 98, H, carries 0.08; number 99, H, carries 0.08